Entry 1:
ORCA calculation (ωB97M-V with the def2-TZVPD basis set) on a molecular structure, C21H24EuN9O5S4Si in a non-equilibrium geometry.

ORCA input file:
```
! RIJCOSX wB97M-V def2-TZVPD def2/J DEFGRID3
* xyz -2 7
Eu -0.15814 0.25302 -0.29940
C -2.97294 -5.19801 -0.25203
Si -3.73017 -4.29484 1.24328
C -5.58962 -3.96305 0.89892
C -3.64442 -5.57577 2.67785
C -2.92964 -2.71705 1.89206
C -3.04883 -2.34164 3.21249
C -2.45785 -1.16821 3.67615
C -1.74710 -0.40510 2.77422
N -1.60770 -0.72497 1.49399
C -2.20219 -1.85570 1.03705
S -2.01700 -2.17785 -0.61778
H -3.31493 -6.22856 -0.32392
H -1.89139 -5.19623 -0.18189
H -3.21595 -4.68141 -1.17168
H -6.11888 -4.87901 0.64937
H -5.69814 -3.27332 0.06862
H -6.07794 -3.51617 1.76027
H -4.08034 -6.52079 2.36958
H -4.17556 -5.24332 3.56339
H -2.61472 -5.76602 2.96373
H -3.60246 -2.96800 3.89976
H -2.55217 -0.85868 4.70579
H -1.24771 0.50517 3.08415
S -3.45443 0.97253 -1.02152
C -3.30228 0.19527 -2.46560
N -4.34860 -0.26123 -3.22477
C -3.86215 -1.14733 -4.26264
C -2.35268 -0.83459 -4.30227
N -2.15254 -0.08990 -3.08604
H -5.22005 -0.45834 -2.76456
H -4.35023 -0.91255 -5.21440
H -4.04868 -2.19838 -4.00973
H -2.08966 -0.22607 -5.17533
H -1.73866 -1.73785 -4.29814
H -1.27560 0.38758 -2.85322
N 3.75654 -2.50943 2.87839
C 4.14278 -1.40207 3.52277
O 5.02119 -1.37923 4.37636
C 3.41754 -0.17387 3.05978
C 4.12598 1.00165 2.83116
C 3.46932 2.09521 2.29542
C 2.13008 1.96010 1.95439
N 1.43354 0.85714 2.20456
C 2.05351 -0.16700 2.77778
H 4.26131 -3.36043 3.07276
H 3.11857 -2.48107 2.04322
H 5.17993 1.03419 3.06600
H 3.98704 3.02592 2.11775
H 1.58174 2.76580 1.48376
H 1.42398 -1.01221 3.03275
O -0.63200 2.14230 0.87444
N -1.87110 2.44220 1.05825
C -2.20603 3.21102 2.07640
C -3.55062 3.56912 2.25984
N -4.62016 3.93041 2.48749
C -1.34727 3.73785 3.06413
N -0.64734 4.14072 3.88537
O -0.28632 1.81141 -2.12417
S 1.05853 1.17968 -2.32462
O 1.79753 1.32724 -1.04348
O 0.74144 -0.27208 -2.48801
S 1.99757 1.89759 -3.85148
N 2.10866 -2.33978 0.79549
C 1.29879 -1.60948 0.38412
*
```

Summary:
* energy above the lowest of the compared OMol25 structures with the same formula, charge and spin: 4.45 kJ/mol
* highest occupied orbital energy (alpha / beta): -2.63 / -2.63 eV

***

Entry 2:
ORCA calculation (ωB97M-V with the def2-TZVPD basis set) on a molecular structure, C21H24F3IrN3O5 in a non-equilibrium geometry.

ORCA input file:
```
! RIJCOSX wB97M-V def2-TZVPD def2/J DEFGRID3
* xyz 2 6
Ir 0.09123 0.37023 1.49628
C 0.01912 3.36007 1.99816
C -0.60443 3.25160 0.67057
O -0.17870 2.08357 -0.00150
C 0.66895 2.16667 -1.23801
C 0.72573 -0.48787 -1.50353
O -0.01794 -0.77962 -0.20276
C -0.10856 -2.18609 0.06213
C -0.95747 -2.51709 1.29006
O -0.50094 -1.71512 2.43518
C 0.64572 -2.34914 3.12163
C 1.01284 -1.35008 4.18969
O 1.09362 -0.07273 3.55098
C 1.23093 1.17086 4.30775
C -0.07940 1.92971 4.15176
O -0.24387 2.12047 2.70310
H -0.39467 4.22211 2.45177
H 1.11129 3.46469 1.83487
H -0.33412 4.17239 0.19478
H -1.70110 3.26264 0.80217
H 1.71420 2.23339 -0.86749
H 0.37963 3.08316 -1.81360
H 1.75164 -0.63445 -1.22080
H 0.41972 -1.27257 -2.19304
H 0.90501 -2.65125 0.06414
H -0.55948 -2.67727 -0.79772
H -0.90050 -3.54199 1.55826
H -2.00036 -2.22454 1.15216
H 1.43229 -2.43763 2.36473
H 0.34129 -3.28303 3.57736
H 1.97671 -1.63257 4.66836
H -0.96148 -1.70797 4.85570
H 2.07590 1.66543 3.81912
H 1.48909 0.95774 5.33380
H -0.10096 2.90950 4.56872
H -0.87834 1.29045 4.44049
N 1.56279 -0.41116 9.57159
C 1.26032 -0.56480 8.45317
N 1.12305 -0.70787 7.12293
C 0.09422 -1.02502 6.48256
N -0.03631 -1.39425 5.16833
F -2.58144 -0.90262 -8.80885
C -1.47022 -1.48141 -8.35710
F -0.60635 -1.56141 -9.34989
F -1.69289 -2.75876 -8.00338
C -0.96725 -0.71148 -7.08574
C 0.34607 -0.42814 -6.77861
C 0.67667 0.11189 -5.54977
C -0.33498 0.41488 -4.59119
C -1.67274 0.25386 -5.00331
C -2.00534 -0.36593 -6.18806
C 0.00299 0.93607 -3.34006
C 0.40207 0.88001 -2.06995
H 1.07061 -0.71164 -7.52914
H 1.73388 0.25017 -5.22790
H -2.44598 0.54192 -4.25868
H -3.02180 -0.55796 -6.48223
*
```

Summary:
* highest occupied orbital energy (alpha / beta): -12.98 / -14.51 eV

***

Entry 3:
ORCA calculation (ωB97M-V with the def2-TZVPD basis set) on 8 unconnected molecules or ions with the total composition C21H24F5N3O15 in a non-equilibrium geometry.

ORCA input file:
```
! RIJCOSX wB97M-V def2-TZVPD def2/J DEFGRID3
* xyz 0 1
O -1.75670 -0.30019 -2.85992
C -1.14498 0.41920 -3.63087
O -1.29207 0.44318 -4.88118
C -0.19874 1.19550 -5.41067
C -0.16026 2.24096 -4.36084
F -1.24811 3.08612 -4.40264
O -0.25693 1.27334 -3.28651
H 0.74995 0.66655 -5.50181
H -0.43375 1.70318 -6.34615
H 0.78579 2.78158 -4.33220
O -4.13838 2.37127 -0.93474
C -3.00858 2.89403 -0.77723
O -2.00567 2.36435 -0.12680
C -0.96808 3.28267 0.06017
C -1.52345 4.50079 -0.58830
F -0.57218 4.92173 -1.42595
O -2.73641 4.12345 -1.12854
H -0.87587 3.37796 1.14207
H -0.09138 2.86096 -0.43140
H -1.79826 5.34648 0.04208
O 3.19310 1.05879 -5.00203
C 3.46781 0.73196 -3.86138
O 4.46467 1.28134 -3.11560
C 4.44558 0.63550 -1.84387
C 3.05623 0.05578 -1.67875
F 2.08792 0.90078 -1.14098
O 2.79505 -0.13684 -3.13051
H 5.16228 -0.17551 -1.97310
H 4.88647 1.21961 -1.03608
H 3.02341 -0.94058 -1.23797
O 2.23090 1.70312 5.20548
C 1.79850 0.59580 4.98610
O 1.82826 0.03638 3.78234
C 0.95201 -1.10516 3.88772
C 0.84308 -1.39759 5.33914
F 1.53777 -2.46424 5.89389
O 1.25029 -0.11852 5.89598
H 0.03103 -0.90510 3.34011
H 1.61530 -1.78934 3.35851
H -0.21180 -1.52214 5.58376
O -4.03909 -1.45696 0.84942
C -3.91919 -2.37516 0.08616
O -4.06612 -3.72821 0.34124
C -3.41994 -4.41714 -0.62304
C -3.56066 -3.51514 -1.83571
F -4.72236 -3.62481 -2.55965
O -3.42318 -2.20019 -1.10033
H -2.35800 -4.49958 -0.39159
H -3.57034 -5.49136 -0.73040
H -2.76707 -3.67883 -2.56476
C -0.39710 -5.39360 2.38126
C -0.09824 -6.68104 3.07785
N 0.13683 -7.68504 3.54612
H -1.34524 -5.35846 1.84471
H 0.43729 -5.15937 1.72017
H -0.62560 -4.60610 3.09940
C -0.51371 -0.12095 0.14364
C 0.00799 -1.45579 0.43864
N 0.40317 -2.54988 0.76144
H -1.44535 -0.01296 0.69904
H -0.47260 0.28359 -0.86767
H 0.17880 0.45979 0.75298
C 2.47634 4.71685 3.09115
C 1.91810 3.57140 2.28501
N 1.53690 2.70814 1.68835
H 2.08734 5.65282 2.69021
H 3.55767 4.74079 2.95610
H 2.21957 4.66002 4.14895
*
```

Summary:
* SMILES: O=C1OC[C@@H](F)O1.O=C1OC[C@@H](F)O1.O=C1OC[C@@H](F)O1.O=C1OC[C@@H](F)O1.O=C1OC[C@@H](F)O1.CC#N.CC#N.CC#N
* energy above the lowest of the compared OMol25 structures with the same formula, charge and spin: 353.88 kJ/mol
* highest occupied orbital energy: -10.64 eV

***

Number 1: molecular weight 790.8 u. Number 2: molecular weight 647.7 u. Number 3: molecular weight 653.4 u.